(one)
DFT (the ωB97M-V functional and the def2-TZVPD basis) results for one molecule with the formula C2H4N4S.

Geometry as XYZ:
```
11
C2H4N4S (the ωB97M-V functional and the def2-TZVPD basis)
C -0.246 1.230 0.125
C 1.204 -0.309 -0.372
H -3.376 -0.477 0.475
H -0.819 2.192 0.422
H 3.044 -0.063 -0.595
H 0.238 -1.721 0.748
N -0.944 -0.037 0.481
N 0.955 1.183 -0.460
N 2.356 -0.716 -0.318
N -0.023 -1.044 0.044
S -2.390 -0.237 -0.551
```

Results
- multiplicity = 1
- HOMO (eV) = -9.3
- frontier orbital gap (Ha) = 0.351
- E_LUMO (eV) = 0.2382
- SMILES = [H]/N=c1\ncn(S)[nH]1

Atom charges from the Löwdin analysis, given in e for atoms 1 to 2:
1. C -0.22
2. C -0.45

(two)
DFT (the ωB97M-V functional and the def2-TZVPD basis) results for one molecule with the formula C2H4N4S.

Geometry as XYZ:
```
11
C2H4N4S (the ωB97M-V functional and the def2-TZVPD basis)
C 0.363 0.990 0.032
C -0.002 -0.019 1.235
N -0.345 0.670 -1.223
N 0.198 -1.313 0.772
N -0.485 -0.580 -1.577
N 0.205 -1.810 -0.273
S -1.257 -0.947 -2.934
H 0.200 2.048 0.271
H 1.477 0.920 0.106
H 0.740 0.053 2.066
H -1.095 -0.014 1.526
```

Results
- multiplicity = 1
- HOMO (alpha / beta) (eV) = -8.0 / -8.0
- frontier orbital gap (alpha / beta) (Ha) = 0.276 / 0.276
- E_LUMO (alpha / beta) (eV) = -0.4916 / -0.4912

Atom charges from the Löwdin analysis, given in e for atoms 1 to 2:
1. C -0.20
2. C -0.18

(one) is the most stable structure; the next one sits 56.0 kcal/mol above it.

(one)
DFT (the ωB97M-V functional and the def2-TZVPD basis) results for a 2-piece molecular cluster, C5H15N4 overall.

Geometry as XYZ:
```
24
C5H15N4 (the ωB97M-V functional and the def2-TZVPD basis)
C -1.051 1.509 -0.492
C -2.049 0.766 0.443
C 0.374 1.970 -0.055
C -2.442 -0.657 0.025
C 1.544 1.128 -0.029
N -3.774 -0.889 0.229
N -1.621 -1.500 -0.489
N 1.446 -0.145 -0.120
N 3.594 -1.781 0.098
H -0.904 0.877 -1.381
H -1.664 2.388 -0.803
H -1.605 0.718 1.425
H -2.969 1.251 0.525
H 0.747 2.869 -0.803
H 0.139 2.374 0.853
H -4.495 -0.477 0.795
H -4.167 -1.686 -0.335
H 2.574 1.654 0.210
H -1.895 -2.406 -0.800
H 2.258 -0.716 0.113
H 0.605 -0.671 -0.156
H 2.989 -2.398 0.577
H 4.296 -1.402 0.676
H 3.725 -1.918 -0.881
```

Results
- multiplicity = 1
- HOMO (eV) = -12.4
- frontier orbital gap (Ha) = 0.319
- E_LUMO (eV) = -3.7517
- net charge = +1

Atom charges from the Löwdin analysis, given in e for atoms 1 to 2:
1. C -0.16
2. C -0.12

(two)
DFT (the ωB97M-V functional and the def2-TZVPD basis) results for a 2-piece molecular cluster, C5H15N4 overall.

Geometry as XYZ:
```
24
C5H15N4 (the ωB97M-V functional and the def2-TZVPD basis)
C 1.929 0.163 -1.473
C 3.277 0.043 0.571
C -2.472 -0.626 1.215
C -1.691 -1.519 -0.945
C -1.148 1.824 0.427
N 0.892 -0.211 0.576
N 1.864 -0.057 -0.072
N -1.820 -0.403 0.001
N -1.160 0.595 -0.346
H 2.898 0.202 -1.899
H 1.207 -0.436 -1.970
H 1.431 1.080 -1.442
H 3.728 1.003 0.377
H 3.155 0.049 1.701
H 3.952 -0.742 0.300
H -3.264 -1.316 1.035
H -1.894 -1.266 1.893
H -2.721 0.362 1.718
H -1.296 -2.410 -0.504
H -2.696 -1.499 -1.495
H -1.032 -1.259 -1.831
H -1.276 1.513 1.560
H -1.751 2.740 0.262
H -0.112 2.167 0.340
```

Results
- multiplicity = 1
- HOMO (alpha / beta) (eV) = -11.7 / -11.7
- frontier orbital gap (alpha / beta) (Ha) = 0.267 / 0.267
- E_LUMO (alpha / beta) (eV) = -4.4268 / -4.4265
- net charge = +1

Atom charges from the Löwdin analysis, given in e for atoms 1 to 2:
1. C -0.02
2. C 0.00

(one) is the most stable structure; the next one sits 110.6 kcal/mol above it.